1.
74
Properties=species:S:1:pos:R:3:forces:R:3 method="wB97M-V/def2-TZVPD" multiplicity=2 homo_lumo_gap_ev="6.82 / 7.91" e_tot_ha=-2066.83389
Hg 0.4551 -0.5379 -2.4922 0.18 -0.07 -0.24
O 4.2927 -0.0690 -2.1432 0.11 -0.19 -0.20
N 3.5679 0.1426 -0.9875 -0.32 0.53 -0.04
C 4.0700 -0.4691 -0.0054 0.26 -0.21 0.04
C 3.6230 -0.2779 1.3826 -0.50 0.23 0.40
C 4.6190 -0.4810 2.3448 -0.03 -0.03 -0.22
C 4.3928 -0.2425 3.6841 0.04 -0.02 0.17
C 3.1469 0.1930 4.1018 -0.01 0.01 0.10
C 2.1401 0.3768 3.1722 0.08 -0.05 -0.13
C 2.3404 0.1470 1.8087 0.31 -0.25 -0.10
P 0.8584 0.2201 0.6944 0.17 -0.11 0.42
C -0.0185 1.6057 1.5353 -0.04 0.14 -0.23
C -1.3762 1.5989 1.8409 0.08 -0.01 0.00
C -1.9964 2.7433 2.3257 -0.04 0.04 0.01
C -1.2740 3.9116 2.5069 -0.07 0.00 0.00
C 0.0798 3.9308 2.1992 0.06 0.07 -0.01
C 0.6992 2.7922 1.7161 -0.11 -0.06 -0.12
C -0.0634 -1.2341 1.3589 -0.01 0.02 -0.17
C -1.3213 -1.4709 0.7963 0.13 0.01 -0.06
C -2.1177 -2.5117 1.2458 -0.10 0.02 0.00
C -1.6486 -3.3725 2.2272 0.01 -0.03 -0.02
C -0.3722 -3.1945 2.7373 0.05 -0.02 0.00
C 0.4131 -2.1312 2.3134 -0.04 0.00 -0.08
H 3.8261 0.4504 -2.8082 -0.10 -0.09 0.06
H 4.9613 -1.0797 -0.1598 -0.01 -0.01 0.02
H 5.5947 -0.8235 2.0208 0.01 0.02 -0.02
H 5.1853 -0.3950 4.4049 0.02 -0.03 -0.01
H 2.9516 0.3614 5.1530 0.00 0.05 0.00
H 1.1591 0.6868 3.5083 0.02 -0.02 0.03
H -1.9597 0.6980 1.7138 -0.02 -0.01 0.00
H -3.0535 2.7172 2.5622 0.01 -0.01 0.02
H -1.7618 4.8005 2.8864 0.01 0.01 -0.01
H 0.6534 4.8400 2.3302 0.01 -0.01 0.01
H 1.7542 2.8135 1.4709 0.03 0.06 0.00
H -1.6589 -0.8386 -0.0200 -0.10 0.02 0.03
H -3.1051 -2.6564 0.8249 0.02 -0.01 -0.06
H -2.2637 -4.1936 2.5720 -0.01 0.00 0.00
H 0.0258 -3.8857 3.4696 -0.04 0.00 0.02
H 1.4067 -2.0198 2.7213 0.03 0.04 0.06
N -2.6744 2.8593 -1.5860 -0.11 -0.10 0.12
C -3.1509 1.5705 -1.7725 -0.25 -0.41 -0.32
C -4.4752 1.3513 -1.3468 -0.04 -0.04 0.11
C -5.0776 0.1416 -1.6041 0.09 0.12 -0.02
C -4.3630 -0.8301 -2.2949 -0.04 -0.13 0.00
C -3.0680 -0.5314 -2.6647 0.00 -0.04 0.05
N -2.4560 0.6236 -2.4025 0.02 0.74 0.14
C -1.4578 3.4921 -1.7829 0.24 0.30 -0.09
C -1.4833 4.8977 -1.7992 -0.11 0.08 0.01
C -0.3049 5.5898 -1.9501 -0.06 -0.07 0.06
C 0.8796 4.8727 -2.0596 0.12 -0.08 -0.02
C 0.7980 3.4942 -2.0217 0.05 0.04 0.16
N -0.3373 2.8081 -1.9019 -0.11 -0.34 0.13
H -3.3895 3.4944 -1.2762 -0.03 -0.03 0.01
H -5.0169 2.1380 -0.8358 0.01 0.00 0.04
H -6.0985 -0.0345 -1.2915 -0.01 -0.01 0.02
H -4.8020 -1.7856 -2.5435 0.02 -0.01 -0.01
H -2.4773 -1.2514 -3.2225 0.06 -0.03 0.07
H -2.4231 5.4250 -1.6898 -0.01 0.00 -0.03
H -0.3049 6.6719 -1.9667 -0.01 0.00 -0.01
H 1.8370 5.3654 -2.1558 -0.01 -0.01 0.00
H 1.6955 2.8910 -2.0278 0.14 -0.10 -0.17
C 1.5004 -5.4171 -1.6283 0.03 0.21 0.13
C 0.9000 -3.9980 -1.6330 -0.16 -0.03 -0.02
C -0.6262 -4.0854 -1.6566 0.14 0.08 0.07
C 1.4341 -3.2211 -2.7972 0.28 -0.50 0.09
H 1.0932 -5.9925 -0.7939 0.01 -0.06 0.00
H 2.5843 -5.3726 -1.5171 0.02 -0.06 -0.04
H 1.2681 -5.9385 -2.5584 -0.02 -0.02 -0.01
H 1.2105 -3.5134 -0.6995 -0.05 0.05 -0.02
H -0.9581 -4.6386 -2.5385 -0.03 0.00 -0.03
H -1.0662 -3.0869 -1.6872 -0.04 -0.03 0.00
H -0.9961 -4.5956 -0.7653 -0.05 -0.02 -0.03
H 1.0848 -3.5441 -3.7749 -0.13 0.23 -0.05
H 2.4960 -2.9950 -2.7666 -0.04 0.24 -0.03

***

2.
87
Properties=species:S:1:pos:R:3:forces:R:3 method="wB97M-V/def2-TZVPD" multiplicity=2 homo_lumo_gap_ev="4.47 / 4.71" e_tot_ha=-6238.43048 charge=-1
Tc -0.9980 -1.0426 -0.0947 -0.04 -0.57 0.49
S -3.3407 -4.4924 1.5917 -0.02 0.01 0.02
C -2.4796 -3.3049 0.9081 -0.07 -0.16 -0.01
S -1.0532 -2.5238 1.5887 0.17 0.31 -0.26
S -2.6873 -2.5408 -0.6410 0.16 0.07 -0.03
S 0.5683 -7.6700 -1.4003 0.04 0.04 0.00
C 0.9089 -6.0535 -1.5070 -0.12 -0.24 0.10
S -0.2975 -4.8504 -1.1667 -0.19 0.06 0.05
C 0.8710 -3.6111 -1.4488 0.00 0.35 -0.09
N 2.0373 -4.0415 -1.7777 -0.18 0.09 0.00
N 2.0630 -5.4047 -1.8074 0.00 0.10 -0.07
C 3.3512 -5.9789 -2.0340 0.04 -0.11 0.01
C 3.4933 -7.1936 -2.6837 0.01 -0.04 -0.12
C 4.7685 -7.7090 -2.8653 0.02 -0.02 -0.01
C 5.8834 -7.0277 -2.4026 -0.09 0.04 0.02
C 5.7227 -5.8055 -1.7620 0.09 -0.06 -0.01
C 4.4588 -5.2754 -1.5833 0.02 0.00 0.11
S 0.6951 -1.8604 -1.3304 -0.06 -0.01 0.08
H 2.6281 -7.7300 -3.0397 0.02 0.02 0.02
H 4.8798 -8.6579 -3.3721 0.03 -0.04 -0.02
H 6.8713 -7.4449 -2.5371 0.05 -0.01 -0.01
H 6.5764 -5.2633 -1.3786 0.07 0.05 0.00
H 4.3299 -4.3253 -1.0878 -0.02 -0.01 -0.01
C 5.4596 2.4784 -0.8627 0.06 0.05 -0.04
S 5.9779 2.0277 0.8081 -0.05 0.03 0.03
C 6.1025 0.2978 0.6217 0.04 -0.03 0.05
C 5.0566 -0.5642 0.4887 -0.04 0.11 0.01
S 3.3736 -0.2702 0.4558 0.02 0.02 0.02
S 5.5816 -2.2290 0.2947 -0.04 -0.18 -0.02
C 7.2912 -2.0225 0.3321 0.00 0.07 -0.01
S 8.3861 -3.2576 0.1694 -0.04 0.00 0.01
S 7.7152 -0.3769 0.5450 0.10 0.00 -0.02
H 5.2954 3.5558 -0.8627 -0.03 0.04 -0.04
H 4.5331 1.9610 -1.1039 0.06 -0.06 0.04
H 6.2308 2.2333 -1.5900 0.03 -0.02 0.00
C -6.1901 0.4082 -1.8730 -0.02 -0.01 -0.01
C -5.5512 1.7382 -1.5787 0.00 -0.06 -0.05
C -5.2004 2.5717 -2.6308 0.02 0.07 0.05
C -4.6008 3.8003 -2.3899 -0.01 -0.06 0.01
C -4.2998 4.1669 -1.0956 0.00 -0.04 0.00
C -4.6323 3.3312 -0.0316 0.15 0.09 -0.08
N -4.2674 3.7502 1.2608 -0.12 0.12 0.08
C -3.7259 2.9837 2.2846 0.04 0.04 0.00
C -3.9854 3.3746 3.6030 0.07 -0.05 0.00
C -3.5224 2.6308 4.6711 -0.04 0.04 0.00
C -2.8296 1.4466 4.4552 0.01 -0.03 0.00
C -2.5666 1.0527 3.1566 0.02 0.02 0.01
C -2.9539 1.8326 2.0693 -0.10 0.09 -0.01
C -2.4262 1.4478 0.7226 -0.13 0.00 -0.02
O -1.9966 2.2621 -0.0678 0.13 -0.04 0.00
O -2.4580 0.1464 0.5128 0.18 0.11 -0.30
C -5.3103 2.1314 -0.2551 -0.02 -0.04 0.00
C -5.7996 1.2767 0.8796 -0.09 -0.04 0.06
H -6.2153 0.2307 -2.9464 -0.01 -0.02 -0.03
H -7.2160 0.3585 -1.5022 -0.02 0.01 0.00
H -5.6402 -0.4101 -1.4067 0.04 -0.02 0.03
H -5.3980 2.2530 -3.6454 -0.01 -0.01 -0.06
H -4.3284 4.4474 -3.2122 0.00 0.03 -0.04
H -3.7549 5.0791 -0.8911 0.02 0.05 0.01
H -4.3770 4.7328 1.4537 0.01 -0.12 0.01
H -4.5892 4.2573 3.7734 -0.01 0.04 0.01
H -3.7366 2.9610 5.6792 0.00 0.00 0.03
H -2.4977 0.8409 5.2858 0.01 -0.03 0.04
H -2.0181 0.1405 2.9615 0.02 -0.03 0.00
H -6.0313 1.8818 1.7557 0.03 0.01 0.01
H -5.0692 0.5249 1.1851 0.03 -0.04 -0.02
H -6.7053 0.7448 0.5916 -0.01 0.02 0.01
C 0.5268 3.7281 1.6787 0.02 0.09 0.04
N 1.0258 2.3629 1.6462 -0.16 -0.02 -0.03
C 1.0574 1.6853 2.9319 0.06 -0.01 0.04
C 0.7612 1.5944 0.5534 0.12 0.03 -0.11
O 0.2927 0.4429 0.7280 -0.21 -0.25 -0.11
N 1.0401 2.0953 -0.6594 -0.17 0.13 0.17
C 0.5552 1.4531 -1.8608 -0.05 -0.02 -0.04
C 1.9929 3.1696 -0.8530 0.08 -0.03 0.00
H -0.2519 3.8021 2.4439 0.00 0.02 0.00
H 0.0692 3.9867 0.7275 0.01 0.02 -0.01
H 1.3218 4.4395 1.9135 0.00 0.02 0.01
H 1.6087 2.3163 3.6311 -0.02 -0.02 -0.02
H 1.5833 0.7398 2.8261 0.01 0.00 0.00
H 0.0479 1.5135 3.3226 0.09 0.01 -0.01
H -0.4801 1.1290 -1.7266 0.04 -0.04 0.03
H 1.2018 0.6249 -2.1594 -0.02 0.02 0.00
H 0.5384 2.1960 -2.6586 0.00 -0.01 0.01
H 2.5531 3.3293 0.0632 0.06 -0.02 0.00
H 1.4996 4.0970 -1.1541 -0.03 0.03 0.00
H 2.6948 2.8736 -1.6336 -0.06 0.03 0.01